# 1
C42H52F2N4O2PSeSi2Ta | the ωB97M-V functional and the def2-TZVPD basis

Values from the calculation:
- ΔE to the lowest compared entry with this formula, charge and spin (kcal per mole) = 80.9
- max |F| (Eh/bohr) = 0.114
- total charge = +2
- E (Ha) = -5579.20333
- 2S+1 = 1

XYZ file:
```
107
C42H52F2N4O2PSeSi2Ta, DFT the ωB97M-V functional and the def2-TZVPD basis
C -16.23 -0.86 13.21
F -18.38 2.06 17.08
H -11.81 2.54 15.15
C -21.90 4.03 15.05
C -12.34 2.94 11.83
C -18.78 5.49 20.84
P -18.60 6.01 16.25
H -14.63 5.84 18.46
H -13.12 10.80 15.02
H -15.99 7.52 11.07
H -22.60 4.80 15.39
N -15.82 0.11 14.25
H -13.20 6.95 18.22
H -11.22 6.33 17.36
C -19.90 2.34 14.42
H -13.79 -0.37 14.47
C -19.38 9.99 16.71
H -13.97 2.99 17.55
H -10.90 4.75 16.56
H -15.72 -1.72 16.38
C -20.55 4.42 15.18
H -19.10 1.84 13.86
H -13.79 5.74 12.94
C -13.56 5.89 18.38
C -17.19 2.80 16.95
C -17.88 6.68 18.90
N -20.24 5.54 15.85
H -19.89 10.61 17.42
C -12.18 3.01 14.21
C -15.64 6.61 10.53
C -12.21 8.88 14.88
H -17.46 10.36 14.00
H -18.84 5.41 21.92
C -18.39 5.68 9.69
H -18.23 6.74 9.41
C -12.34 7.51 14.94
Si -13.70 5.18 15.69
H -11.31 1.44 13.04
Se -17.05 5.41 12.85
H -14.62 0.37 15.96
C -19.47 8.62 16.85
H -10.89 4.87 18.30
H -12.17 2.35 10.93
H -21.36 0.86 14.07
C -22.22 2.75 14.71
H -17.36 -2.12 14.72
H -15.46 6.86 9.40
H -20.98 6.23 15.92
C -14.72 7.87 15.27
C -19.49 4.83 18.63
C -17.93 9.82 14.84
C -13.03 3.51 17.84
H -20.33 4.05 20.37
C -21.20 1.88 14.41
H -17.26 7.53 18.53
H -16.79 -2.97 13.21
C -19.55 4.70 19.97
C -12.97 4.19 11.80
O -15.34 -2.62 14.55
H -12.25 2.80 17.48
H -15.58 3.46 9.15
C -13.26 9.76 15.04
C -12.89 4.97 17.40
H -14.69 6.34 11.05
H -13.31 4.62 10.86
H -20.18 4.37 18.00
H -13.13 5.59 19.40
C -12.97 4.20 14.25
H -15.33 -0.84 12.61
H -17.09 6.91 20.81
H -19.33 5.72 10.29
H -18.69 5.13 8.74
O -15.36 4.64 15.70
C -17.89 6.38 20.28
H -17.07 -0.53 12.62
H -11.51 6.77 14.86
C -14.57 9.26 15.17
H -23.24 2.44 14.56
C -16.54 -2.21 13.92
H -14.10 -2.17 16.05
Ta -17.04 3.97 15.15
C -18.62 5.91 18.05
H -13.02 3.47 18.92
N -17.02 2.27 14.14
H -15.39 9.98 15.25
C -13.26 4.78 13.02
H -20.10 8.15 17.64
C -18.00 8.43 14.96
H -15.35 3.28 10.96
C -18.67 10.63 15.71
C -16.06 3.43 10.14
H -17.55 7.82 14.15
C -11.41 5.27 17.43
C -11.88 2.40 13.02
N -19.52 3.57 14.90
H -15.68 7.48 15.64
C -14.69 -0.36 15.08
F -16.16 1.78 17.30
H -16.69 2.57 10.15
H -11.22 9.38 14.73
H -18.73 11.72 15.60
C -18.72 7.81 15.96
H -17.14 3.38 17.87
C -14.97 -1.73 15.57
Si -16.85 5.09 10.60
C -13.63 7.00 15.14
C -16.21 1.36 14.27
```

=====

# 2
C21H11Br4CrN2O4S | the ωB97M-V functional and the def2-TZVPD basis

Values from the calculation:
- ΔE to the lowest compared entry with this formula, charge and spin (kcal per mole) = 7.3
- max |F| (Eh/bohr) = 0.014
- total charge = -1
- E (Ha) = -12956.21943
- 2S+1 = 5

XYZ file:
```
44
C21H11Br4CrN2O4S, DFT the ωB97M-V functional and the def2-TZVPD basis
O 1.01 1.53 -0.46
O 0.86 0.52 1.97
Br 3.37 5.94 1.16
C -2.90 0.85 3.62
C 2.09 3.50 0.37
C 1.53 2.24 0.51
H -0.42 -3.49 -3.20
C -4.05 0.42 5.67
C -2.85 0.08 6.26
H -4.78 -4.00 -1.20
C -2.40 -1.64 -0.49
C -4.31 -3.14 -0.72
H -4.91 -0.77 1.63
O -4.25 1.70 1.58
N -1.16 -1.21 -0.87
C -1.68 0.51 4.20
C -3.08 -0.92 0.55
H -0.72 -0.12 6.00
Cr -0.40 0.42 0.39
S -2.89 1.36 1.92
N -2.35 0.10 1.09
C 1.46 1.68 1.85
C 2.57 3.68 2.71
C -1.67 0.13 5.53
C -4.96 -2.42 0.24
C 1.99 2.41 2.89
H -2.70 -4.30 -2.58
H -5.00 1.10 3.85
C 2.62 4.22 1.45
C -0.50 -1.85 -1.80
O -1.84 2.33 1.78
H -4.97 0.40 6.24
Br 2.12 4.19 -1.40
H -0.76 0.56 3.63
H 0.47 -1.46 -2.07
H -5.96 -2.70 0.54
C -3.01 -2.75 -1.11
Br 1.90 1.60 4.61
H -2.83 -0.22 7.31
C -4.08 0.81 4.33
Br 3.27 4.62 4.20
C -4.36 -1.32 0.87
C -2.26 -3.43 -2.10
C -1.01 -3.00 -2.45
```

=====

# 3
C7H10N2 | the ωB97M-V functional and the def2-TZVPD basis

Values from the calculation:
- ΔE to the lowest compared entry with this formula, charge and spin (kcal per mole) = 214.6
- max |F| (Eh/bohr) = 0.096
- E (Ha) = -381.91024
- 2S+1 = 1

XYZ file:
```
19
C7H10N2, DFT the ωB97M-V functional and the def2-TZVPD basis
H -1.02 -0.44 -1.76
H 0.16 1.29 1.20
H -1.53 1.45 -1.54
H 5.42 1.32 -0.99
C 3.60 0.42 0.11
N -1.18 0.27 0.14
C 4.58 0.88 -0.44
H -1.14 -2.75 1.24
H -0.82 2.26 0.23
C 1.33 -0.73 0.57
C -1.24 -2.07 0.34
C 2.46 -0.23 0.45
N -0.93 -0.81 0.88
C -1.58 0.35 -1.27
H -2.33 -2.01 0.14
C -0.85 1.44 0.81
H -1.49 1.78 1.74
H -2.64 0.02 -1.35
H -0.79 -2.44 -0.49
```

=====

# 4
C5H8O | the ωB97M-V functional and the def2-TZVPD basis

Values from the calculation:
- ΔE to the lowest compared entry with this formula, charge and spin (kcal per mole) = 55.2
- max |F| (Eh/bohr) = 0.008
- E (Ha) = -270.46999
- 2S+1 = 1

XYZ file:
```
14
C5H8O, DFT the ωB97M-V functional and the def2-TZVPD basis
H 1.06 -0.84 -1.85
H 2.06 1.54 0.36
C -0.76 -0.42 -0.69
H 0.85 -1.99 -0.43
H 0.64 2.21 -0.49
C 0.97 1.50 0.28
H -1.69 -1.75 0.90
H 0.56 1.84 1.24
C 0.62 -1.02 -0.86
O -0.06 -0.47 1.31
C 0.42 0.12 0.09
C -1.32 -0.75 0.68
H -2.06 0.01 0.97
H -1.30 0.01 -1.52
```

=====

# 5
C8H20B6F24Li4O3 | the ωB97M-V functional and the def2-TZVPD basis

Values from the calculation:
- max |F| (Eh/bohr) = 0.073
- total charge = -2
- E (Ha) = -3119.90925
- 2S+1 = 1

XYZ file:
```
65
C8H20B6F24Li4O3, DFT the ωB97M-V functional and the def2-TZVPD basis
H -2.59 -3.81 -10.82
H -1.05 -4.34 -10.35
H 5.15 1.75 5.48
O -1.24 -3.35 -7.84
H 4.79 -0.84 5.45
B 1.35 3.14 -5.96
H 4.06 1.72 6.90
F -0.48 0.11 -1.25
H 3.53 -0.72 6.63
C -0.11 7.14 3.49
F 1.57 3.85 -4.79
F 1.97 1.93 -5.98
H 2.32 0.63 5.28
F -2.08 -1.31 -1.89
F 1.69 3.78 -7.07
B -1.75 -0.40 -0.95
F -2.61 0.67 -1.18
F -2.71 -2.59 6.06
H -3.12 -2.74 -8.47
C -1.62 7.27 3.41
H -2.07 5.10 3.44
H -1.73 -2.04 -9.35
F 2.13 -6.88 -0.46
F 0.71 -5.64 -1.54
H 0.13 6.67 4.45
F -1.78 -0.74 0.36
Li -1.10 3.58 -2.09
C 4.73 1.13 6.28
H -2.77 5.83 2.15
H -0.83 -2.55 -7.48
H -1.86 8.13 2.79
C -1.87 5.93 2.76
B 6.35 0.76 -1.08
F -3.21 -1.98 8.02
B -3.31 -1.61 6.75
H 1.04 6.61 1.69
F 2.64 -4.78 -0.80
C 4.05 -0.16 5.85
F -4.64 -1.47 6.36
Li -2.42 -5.47 -4.33
F 5.72 -0.16 -0.30
B 1.61 -5.60 -0.52
Li 1.94 -1.44 0.92
B -4.93 -7.05 0.30
F 5.56 1.89 -1.24
H 0.39 8.10 3.45
F -5.17 -5.70 0.56
F 1.01 -5.20 0.62
H 0.95 5.42 2.95
F -3.69 -7.29 0.87
C 0.36 6.18 2.43
F -5.87 -7.86 0.94
Li -4.95 -1.88 2.87
H 5.58 0.83 6.89
H -2.13 7.24 4.37
C -2.03 -4.12 -9.93
C -2.14 -2.94 -8.90
F -2.60 -0.47 6.53
O -0.80 5.73 1.90
F 0.04 2.82 -5.96
H -2.53 -5.04 -9.61
F 7.56 1.13 -0.55
F 6.58 0.30 -2.34
O 3.08 0.22 4.86
F -4.82 -7.37 -1.03
```

=====

# 6
C4H7NO | the ωB97M-V functional and the def2-TZVPD basis

Values from the calculation:
- ΔE to the lowest compared entry with this formula, charge and spin (kcal per mole) = 23.1
- max |F| (Eh/bohr) = 0.009
- E (Ha) = -286.59476
- 2S+1 = 1
- SMILES = C[C@H]1COC=N1

XYZ file:
```
13
C4H7NO, DFT the ωB97M-V functional and the def2-TZVPD basis
O -0.36 0.25 1.80
C -0.17 1.42 1.15
H 1.16 0.20 -2.08
N -0.17 1.44 -0.12
H 1.77 -0.41 -0.53
H -1.18 -0.02 -1.24
H -1.72 -0.98 0.87
H -0.02 2.28 1.79
H -0.04 -1.59 0.94
C -0.66 -0.71 0.77
H 0.81 -1.47 -1.59
C 0.93 -0.44 -1.23
C -0.34 0.04 -0.54
```

=====

# 7
C2H5O2 | the ωB97M-V functional and the def2-TZVPD basis

Values from the calculation:
- ΔE to the lowest compared entry with this formula, charge and spin (kcal per mole) = 0.0
- max |F| (Eh/bohr) = 0.023
- total charge = -1
- E (Ha) = -229.72511
- 2S+1 = 1

XYZ file:
```
9
C2H5O2, DFT the ωB97M-V functional and the def2-TZVPD basis
H 0.10 -0.56 -0.59
H 0.99 -0.23 -2.12
O -0.44 -1.18 1.20
O 0.28 0.97 1.34
H -0.46 -0.10 2.91
H -0.79 0.04 -1.99
H 0.33 1.09 -1.09
C -0.18 -0.10 1.81
C 0.17 0.07 -1.46
```

=====

# 8
C2H6N2OS2 | the ωB97M-V functional and the def2-TZVPD basis

Values from the calculation:
- ΔE to the lowest compared entry with this formula, charge and spin (kcal per mole) = 75.1
- max |F| (Eh/bohr) = 0.063
- E (Ha) = -1060.80274
- 2S+1 = 1

XYZ file:
```
13
C2H6N2OS2, DFT the ωB97M-V functional and the def2-TZVPD basis
N -1.77 0.34 0.65
S 2.42 1.37 0.08
H -0.91 2.11 -0.28
N -1.54 -1.06 0.65
C -1.02 0.94 -0.34
C 2.60 -0.23 0.62
O -0.47 0.34 -1.24
S 2.05 -1.63 -0.12
H 1.51 -1.29 -1.21
H 1.60 1.41 -1.15
H -1.65 0.68 1.60
H -2.24 -1.63 0.23
H -0.57 -1.35 0.50
```